Entry 1:
Entry from OMol25: a molecular structure, C20H30N2O8P2RuS3 at a distorted geometry (ωB97M-V/def2-TZVPD).

expectation value of S²: 0.7553
charge: -1
spin multiplicity: 2
ΔE to the lowest compared entry with this formula, charge and spin: 22.3 kcal per mole
Kohn-Sham gap (alpha / beta): 7.228 / 6.811 eV

Last column: Mulliken charge in e.
CARTESIAN COORDINATES (ANGSTROEM)
Ru  0.248269  -0.289026  0.075269  0.518
C  2.261896  -1.632685  2.231234  -1.474
N  2.064117  -0.528610  1.243218  1.381
C  2.150621  0.731149  2.025423  -1.365
C  1.611914  1.939908  1.293517  -1.291
N  0.155115  1.773803  1.021478  1.915
C  -0.268283  2.845044  0.093298  -1.415
C  -0.653696  1.804240  2.239084  -0.600
C  -0.924342  3.011970  2.879183  -0.744
C  -1.696390  3.049067  4.026182  -0.877
C  -2.206806  1.861593  4.541888  -0.659
C  -1.934477  0.662362  3.917356  -1.042
C  -1.146510  0.609242  2.757772  1.274
S  -0.785013  -0.939005  2.039572  -0.548
C  3.077317  -0.810271  0.214551  0.316
C  4.311848  -0.208146  0.171252  -0.487
C  5.221524  -0.587066  -0.816219  -1.023
C  4.881468  -1.574053  -1.720496  -0.629
C  3.627106  -2.177524  -1.667825  -0.521
C  2.697346  -1.800857  -0.711969  0.502
S  1.037469  -2.408316  -0.619803  -0.602
H  3.224697  -1.466359  2.722286  0.377
H  2.268717  -2.585907  1.712373  0.381
H  1.456481  -1.624337  2.958969  0.428
H  3.167728  0.901407  2.392595  0.402
H  1.532517  0.548350  2.905729  0.688
H  2.094221  2.046779  0.323834  0.597
H  1.794006  2.849795  1.879707  0.646
H  0.007865  3.828403  0.486518  0.544
H  -1.341591  2.798122  -0.065231  0.285
H  0.247066  2.701916  -0.851505  0.204
H  -0.529953  3.932863  2.472331  0.331
H  -1.905756  3.995187  4.507673  0.400
H  -2.823528  1.874108  5.431727  0.391
H  -2.330765  -0.264213  4.313891  0.456
H  4.578240  0.568293  0.876075  0.305
H  6.182321  -0.093979  -0.878107  0.392
H  5.575826  -1.855974  -2.501098  0.367
H  3.349139  -2.930631  -2.396851  0.560
O  1.018783  -0.638235  -3.383196  -0.582
P  1.533517  0.769930  -2.773954  0.754
O  2.750908  1.240923  -3.440291  -0.874
O  1.519451  0.721413  -1.247719  0.002
O  0.227273  1.664298  -3.112824  -0.358
P  -1.270024  1.217153  -2.653774  0.218
O  -1.684483  0.204043  -3.830908  -0.592
O  -2.185107  2.363351  -2.632095  -0.797
O  -1.110126  0.387047  -1.380817  0.186
H  1.758215  -1.230250  -3.561868  0.297
H  -1.004917  -0.486403  -3.901422  0.326
C  -1.953444  -3.238963  -2.658368  -1.275
C  -2.922576  -2.248840  -2.032369  -0.568
S  -2.403296  -1.898413  -0.340698  1.181
O  -2.554779  -3.196189  0.389838  -0.906
C  -3.844496  -0.928241  0.181739  -0.495
C  -4.395684  0.139189  -0.748267  -1.134
H  -2.209215  -3.403900  -3.707091  0.381
H  -1.978292  -4.194173  -2.135055  0.366
H  -0.931263  -2.858595  -2.611766  0.133
H  -3.936686  -2.653397  -1.963463  0.513
H  -2.934885  -1.314423  -2.584649  0.305
H  -3.541256  -0.503270  1.141364  0.072
H  -4.567382  -1.723061  0.387428  0.587
H  -3.633606  0.842423  -1.076112  0.189
H  -5.163144  0.704103  -0.215309  0.396
H  -4.861211  -0.294178  -1.633253  0.293

Forces on the atoms, in the same order (eV/Å):
Ru 0.614 1.034 0.875
C -0.087 -0.020 0.064
N 0.133 -0.029 0.073
C 0.118 0.021 0.037
C -0.082 -0.046 0.017
N -0.038 -0.036 -0.265
C 0.126 -0.008 -0.029
C 0.135 0.082 -0.001
C 0.048 -0.102 -0.042
C -0.029 -0.014 0.035
C -0.006 0.076 0.004
C 0.060 -0.028 -0.048
C -0.051 0.115 0.103
S -0.205 -0.183 -0.099
C -0.009 0.045 -0.059
C -0.016 -0.075 -0.009
C 0.030 -0.005 0.013
C -0.013 0.030 -0.009
C -0.011 -0.067 -0.001
C -0.173 0.182 0.302
S 0.125 -0.218 -0.528
H 0.023 -0.025 -0.018
H -0.064 0.009 0.002
H 0.012 0.017 -0.009
H 0.009 0.026 -0.117
H 0.012 0.046 0.029
H 0.032 0.030 0.028
H -0.072 -0.070 0.077
H -0.031 0.010 -0.007
H 0.010 -0.039 -0.049
H -0.039 0.015 0.021
H -0.006 0.029 0.009
H 0.001 0.003 0.008
H -0.008 0.010 0.012
H 0.008 -0.020 -0.009
H -0.002 0.027 -0.005
H 0.007 0.006 -0.008
H 0.027 -0.013 -0.002
H 0.013 -0.014 0.005
O 0.018 -0.062 -0.101
P -0.304 0.401 0.327
O 0.029 0.085 -0.008
O 0.439 -0.462 -0.396
O 0.044 -0.099 -0.179
P 0.044 -0.248 0.205
O 0.030 -0.056 -0.018
O 0.014 0.042 0.025
O -0.375 0.024 -0.093
H -0.017 -0.002 0.101
H -0.016 0.049 -0.018
C 0.005 0.023 -0.050
C -0.152 -0.103 0.047
S -0.247 -0.468 -0.313
O -0.033 0.025 0.011
C -0.072 -0.099 0.094
C 0.017 0.005 0.003
H -0.033 -0.023 0.012
H 0.009 0.005 0.023
H 0.013 0.008 -0.002
H 0.004 -0.028 -0.056
H -0.024 0.099 0.006
H 0.028 -0.021 -0.018
H -0.067 0.066 0.017
H 0.044 0.034 0.013
H -0.021 0.015 -0.022
H 0.018 -0.008 -0.012

Entry 2:
Entry from OMol25: C20H30N6O in the gas phase (ωB97M-V/def2-TZVPD).

charge: 0
ΔE to the lowest compared entry with this formula, charge and spin: 13.4 kcal per mole
Kohn-Sham gap: 8.773 eV
structure (SMILES): CCn1cc(CN2CCC(n3nccc3NC(=O)C3CCCC3)CC2)cn1

Last column: Mulliken charge in e.
CARTESIAN COORDINATES (ANGSTROEM)
C  1.733559  -2.185351  6.186276  -1.152
H  0.814480  -2.760901  6.272119  0.309
H  2.567485  -2.876293  6.091643  0.320
H  1.864430  -1.600131  7.092267  0.396
C  1.678977  -1.263133  4.970027  -0.573
N  1.535471  -2.010003  3.751078  1.107
C  0.413987  -2.573200  3.261241  -1.024
C  0.759358  -3.222137  2.092079  1.197
C  2.139619  -2.981117  1.973907  -0.579
N  2.586866  -2.258377  2.981589  -1.071
H  2.808568  -3.314128  1.204806  0.534
C  -0.124241  -3.947360  1.123708  -1.499
N  -0.838730  -3.098837  0.178438  0.108
C  0.071418  -2.335520  -0.663939  -0.696
C  -0.664269  -1.192519  -1.347304  -0.893
H  -1.546612  -1.579611  -1.858816  0.418
H  -0.007978  -0.735504  -2.090936  0.614
C  -1.077293  -0.144256  -0.296759  -0.131
N  0.027222  0.755706  -0.033455  0.932
C  0.457143  1.778056  -0.818299  0.499
C  1.583788  2.306822  -0.221500  -1.073
C  1.765199  1.518985  0.920840  -0.452
N  0.834618  0.592925  1.021024  -1.158
H  2.533319  1.588286  1.664600  0.482
H  2.167325  3.130823  -0.570240  0.513
N  -0.210032  2.117591  -1.984504  0.484
C  0.091657  3.171658  -2.796949  0.176
O  0.989644  3.951029  -2.575631  -0.666
C  -0.824339  3.310848  -4.007033  0.201
H  -0.265824  3.913234  -4.726609  0.526
C  -2.126408  4.023433  -3.606130  -0.918
H  -1.962259  4.772315  -2.832503  0.417
C  -3.057001  2.900681  -3.152417  -0.524
C  -2.712618  1.713232  -4.064580  -0.557
H  -2.762749  0.764489  -3.527127  0.136
C  -1.301786  1.987869  -4.626099  -0.975
H  -1.350997  2.100838  -5.708952  0.350
H  -0.606711  1.172083  -4.423916  0.361
H  -3.430440  1.652172  -4.882081  0.424
H  -4.104265  3.186533  -3.239752  0.467
H  -2.872512  2.662031  -2.103324  0.161
H  -2.544439  4.520937  -4.482121  0.365
H  -0.981186  1.524868  -2.246728  -0.338
C  -1.500898  -0.835937  1.006550  -0.379
C  -1.902720  -2.288827  0.748019  -0.995
H  -2.754730  -2.311870  0.054908  0.305
H  -2.233412  -2.746705  1.681507  0.474
H  -0.648255  -0.812249  1.685362  0.167
H  -2.326987  -0.297202  1.472227  0.360
H  -1.911740  0.456132  -0.686278  0.193
H  0.486916  -3.021762  -1.410560  0.420
H  0.909133  -1.911383  -0.087974  0.315
H  0.488641  -4.632772  0.529556  0.388
H  -0.870926  -4.537934  1.662144  0.459
H  -0.528317  -2.478932  3.764004  0.423
H  0.841690  -0.564630  5.059176  0.316
H  2.608836  -0.697727  4.884919  0.337

Forces on the atoms, in the same order (eV/Å):
C 0.008 0.154 -0.191
H -0.066 -0.052 0.042
H 0.063 -0.063 0.008
H 0.004 0.039 0.128
C 0.115 0.072 0.600
N -0.356 -0.099 -0.390
C 0.094 -0.226 -0.241
C -0.036 -0.044 0.167
C -0.358 -0.035 0.222
N 0.833 0.251 0.072
H 0.176 -0.053 -0.174
C -0.127 0.037 -0.012
N 0.025 -0.060 -0.131
C 0.098 -0.079 -0.230
C 0.086 -0.073 0.130
H -0.047 0.009 -0.065
H -0.060 0.018 -0.053
C -0.267 -0.403 -0.126
N 0.144 0.664 -0.311
C 0.459 0.138 0.410
C -0.097 0.110 -0.277
C -0.269 -0.091 -0.237
N 0.257 -0.334 0.663
H 0.161 -0.012 0.175
H 0.065 0.156 -0.099
N -0.299 -0.470 0.209
C -0.184 0.154 -0.567
O 0.155 0.070 0.155
C 0.175 0.203 -0.094
H 0.032 -0.081 0.150
C -0.001 -0.004 0.117
H -0.017 0.103 -0.045
C -0.136 0.075 -0.031
C -0.107 -0.059 0.036
H -0.056 -0.064 -0.024
C 0.070 -0.029 -0.097
H 0.052 -0.025 0.013
H 0.027 -0.014 -0.076
H -0.015 -0.085 0.023
H -0.032 -0.018 0.093
H -0.037 0.008 0.022
H 0.007 0.043 -0.028
H 0.083 0.051 -0.060
C -0.091 -0.153 0.051
C -0.203 0.246 -0.092
H -0.066 0.010 0.178
H -0.056 -0.013 -0.029
H -0.186 0.007 -0.054
H 0.008 0.053 0.039
H 0.120 -0.024 0.069
H 0.090 0.114 0.025
H -0.037 -0.013 -0.071
H -0.047 -0.064 0.109
H 0.100 -0.065 -0.079
H -0.205 0.044 0.125
H 0.123 -0.020 -0.084
H -0.170 -0.002 -0.064

Entry 3:
Entry from OMol25: a molecular structure, C20H30O18Rb3 at a distorted geometry (ωB97M-V/def2-TZVPD).

charge: -1
Kohn-Sham gap: 1.005 eV

Last column: Mulliken charge in e.
CARTESIAN COORDINATES (ANGSTROEM)
Rb  16.480022  -12.315716  30.704694  0.377
Rb  13.081463  -17.657106  30.661744  0.875
Rb  9.982657  -8.225274  29.397442  0.492
O  15.222792  -15.407968  26.151282  -0.736
C  14.533172  -14.548604  25.259281  -0.309
C  13.105060  -13.930007  25.590503  -0.215
O  12.824669  -13.412895  26.939793  -0.776
H  14.495180  -14.996061  24.266093  0.236
H  15.198312  -13.724492  25.001344  0.171
H  12.398625  -14.729092  25.365723  0.175
H  12.879489  -13.181065  24.831375  0.206
C  8.505674  -21.573146  27.815878  -0.587
C  7.824965  -21.842690  28.996919  0.495
C  7.536542  -23.279189  29.335604  0.448
O  7.045097  -23.601747  30.468864  -0.740
C  7.933846  -24.266570  28.477328  -0.666
C  8.757587  -24.093562  27.373419  0.559
C  8.982319  -22.567801  26.894352  0.422
O  9.569411  -22.417624  25.812550  -0.688
O  9.129912  -24.979648  26.618337  -0.681
O  7.699633  -20.798620  29.760315  -0.778
H  8.780928  -20.554420  27.586046  0.410
H  7.944839  -25.267097  28.883793  0.308
C  16.908241  -3.833259  28.810132  -0.670
O  16.933526  -4.334042  27.506396  -0.294
C  16.961255  -5.745917  27.275099  0.753
O  16.985223  -6.601499  28.127186  -0.545
O  16.765399  -5.810740  25.946791  -0.269
C  16.771946  -7.071530  25.247134  -0.620
H  17.802089  -3.265752  29.069146  0.258
H  17.051547  -4.648537  29.519273  0.318
H  16.045533  -3.212997  29.053251  0.243
H  17.667723  -7.628017  25.522807  0.304
H  16.899871  -6.824123  24.193320  0.233
H  15.878871  -7.669399  25.428964  0.292
C  14.457620  -22.626475  16.410034  -0.642
O  13.899709  -21.434947  16.853679  -0.299
C  13.244158  -21.317803  18.027802  0.762
O  12.962503  -22.205419  18.793644  -0.546
O  13.014240  -20.065385  18.216296  -0.297
C  12.358712  -19.563546  19.345788  -0.649
H  14.987990  -22.486125  15.468174  0.232
H  13.748448  -23.448262  16.310749  0.286
H  15.240192  -22.937358  17.102159  0.300
H  11.276542  -19.693804  19.353121  0.300
H  12.471780  -18.498037  19.145801  0.242
H  12.836784  -19.788658  20.299133  0.311
C  2.868607  -9.128759  27.442221  -0.613
O  3.103436  -10.482588  27.712047  -0.299
C  4.337285  -10.911790  27.374827  0.824
O  5.279167  -10.224582  27.015566  -0.593
O  4.391477  -12.208720  27.711919  -0.299
C  5.597921  -12.880071  27.481580  -0.632
H  1.829564  -9.064725  27.765336  0.209
H  2.971907  -8.956333  26.370917  0.290
H  3.547458  -8.444078  27.950606  0.281
H  6.136773  -12.773536  28.423071  0.263
H  6.191581  -12.606134  26.609443  0.325
H  5.163885  -13.850081  27.239118  0.245
C  6.296224  -10.617801  21.135292  -0.590
O  5.023809  -11.316967  21.165896  -0.305
C  3.814049  -10.719042  21.231844  0.757
O  3.602919  -9.568104  21.504597  -0.541
O  2.849868  -11.704051  20.906335  -0.291
C  1.509945  -11.366225  20.923769  -0.657
H  6.261865  -9.759830  20.463857  0.298
H  6.980453  -11.376003  20.754423  0.239
H  6.649671  -10.408232  22.144863  0.261
H  1.197256  -10.442557  21.410743  0.324
H  0.927237  -12.193671  21.328588  0.247
H  1.225830  -11.311049  19.872892  0.256

Forces on the atoms, in the same order (eV/Å):
Rb -0.247 -0.134 -0.408
Rb -0.134 0.053 -0.496
Rb 0.051 -0.186 -0.086
O -1.743 1.458 -1.130
C 2.385 -1.313 1.411
C -1.003 0.657 3.470
O 0.961 -0.996 -3.104
H -0.950 -0.676 -0.401
H 0.219 1.119 0.565
H -0.136 -0.587 0.268
H 0.416 0.504 -0.258
C 0.805 -0.779 -2.040
C 0.962 3.640 1.210
C -1.388 -0.111 3.637
O 0.338 1.075 -1.337
C 0.995 -1.321 0.043
C -0.665 1.921 -2.114
C 0.321 -1.498 0.057
O -0.499 0.586 0.984
O 0.719 -0.621 0.007
O -0.743 -2.731 -0.406
H -0.168 0.238 0.094
H -0.540 -0.257 -0.009
C 1.104 -0.735 1.651
O 0.153 -1.844 -1.096
C -1.433 1.974 0.468
O 0.415 0.822 -1.290
O 0.289 -0.258 0.630
C 0.820 -0.069 0.275
H 0.146 0.501 -0.768
H -0.791 -0.261 0.134
H -0.203 -0.322 -0.402
H -0.152 -0.169 0.210
H -0.382 0.106 0.146
H 0.021 0.220 0.060
C 0.835 -1.395 0.557
O -0.584 1.451 -0.299
C 0.475 -2.241 0.443
O 0.149 -0.145 -0.491
O 0.161 1.333 -1.120
C -0.350 1.642 0.389
H -0.467 0.480 -0.093
H -0.189 0.150 0.041
H -0.068 -0.220 0.242
H 0.126 -0.802 0.006
H 0.022 0.165 0.529
H -0.103 -0.424 -0.205
C -0.750 0.374 -0.468
O 1.475 -1.004 -0.363
C 0.725 0.020 1.469
O -1.303 -0.647 -0.062
O -1.253 2.192 -1.043
C -0.013 -1.188 -0.074
H 0.129 0.827 -0.132
H -0.185 0.180 -0.022
H -0.097 -0.171 0.272
H 0.499 -0.679 -0.325
H -0.208 0.682 0.175
H 1.028 -0.579 0.581
C -0.537 -0.590 0.090
O -0.942 -0.304 -0.225
C -0.096 -0.915 -0.382
O -0.191 -0.604 -0.209
O 3.504 1.355 1.285
C -1.729 0.125 -0.975
H -0.037 0.052 0.306
H -0.111 0.140 -0.223
H -0.362 0.458 -0.035
H 0.607 0.044 0.175
H 0.258 -0.046 0.286
H -0.366 0.283 -0.076